C2H3BrClN | wB97M-V/def2-TZVPD

Computed properties:
**HOMO-LUMO gap (spin up / spin down)**: 9.131 / 8.339 eV
**LUMO energy (spin up / spin down)**: -0.0130 / -0.0102 Ha
**Max |F|**: 2.2 eV Å⁻¹
**Highest occupied orbital energy (spin up / spin down)**: -9.5 / -8.6 eV

```
8
C2H3BrClN (wB97M-V/def2-TZVPD)
C -0.377 -0.709 0.046
C -0.264 0.752 -0.376
N 1.009 -0.728 0.437
Cl 0.199 0.922 -2.043
Br -0.103 2.224 0.813
H -1.231 -0.979 0.725
H -0.462 -1.229 -0.889
H 1.230 -0.255 1.287
```

Mulliken charges in e: atom 1 (C): -0.246, atom 2 (C): 0.155, atom 3 (N): -0.531, atom 4 (Cl): -0.128, atom 5 (Br): -0.048, atom 6 (H): 0.251, atom 7 (H): 0.301, atom 8 (H): 0.245

***

C4H12NO2 | wB97M-V/def2-TZVPD

Computed properties:
**HOMO-LUMO gap (spin up / spin down)**: 4.545 / 7.568 eV
**LUMO energy (spin up / spin down)**: 0.0074 / 0.0040 Ha
**Spin multiplicity**: 2
**Max |F|**: 1.8 eV Å⁻¹
**Highest occupied orbital energy (spin up / spin down)**: -4.3 / -7.5 eV

```
19
C4H12NO2 (wB97M-V/def2-TZVPD)
O -1.075 2.240 -0.972
C -1.624 1.392 -0.175
C -0.708 0.769 0.798
N 0.419 0.033 0.020
C 0.116 -1.387 -0.379
C -0.921 -1.392 -1.514
H -2.649 1.094 -0.403
H -0.164 1.467 1.428
H -1.185 0.032 1.449
H 1.275 0.002 0.599
H 0.660 0.560 -0.823
H -0.165 -1.942 0.511
H 1.064 -1.805 -0.719
H -1.900 -1.309 -1.058
H -0.811 -2.329 -2.064
H -0.780 -0.606 -2.250
H 2.545 1.469 2.441
H 3.276 1.025 1.236
O 2.629 0.688 1.875
```

Here are the Mulliken charges for atoms 1 to 8, given in e: atom 1 (O): -0.696, atom 2 (C): -0.438, atom 3 (C): -0.489, atom 4 (N): -0.230, atom 5 (C): -0.613, atom 6 (C): -0.976, atom 7 (H): 0.423, atom 8 (H): 0.294